{"formula": "C67H73N2O18", "method": "ωB97M-V/def2-TZVPD", "orbital_gap_ha": 0.269, "total_charge": 1, "homo_energy_ev": -11.1, "total_energy_ev": -110473.822, "largest_force_ha_per_bohr": 0.05968, "e_lumo_ha": -0.13974, "symbols": ["C", "C", "C", "N", "C", "C", "N", "C", "C", "C", "C", "C", "C", "C", "C", "C", "C", "C", "O", "C", "C", "C", "O", "H", "H", "H", "H", "H", "H", "H", "H", "H", "H", "H", "H", "H", "H", "H", "H", "H", "H", "H", "H", "H", "H", "H", "H", "H", "H", "H", "H", "H", "H", "H", "H", "H", "H", "H", "H", "H", "H", "H", "H", "H", "C", "C", "C", "O", "C", "C", "C", "O", "H", "H", "H", "H", "C", "C", "C", "O", "C", "C", "C", "O", "H", "H", "H", "H", "C", "C", "C", "O", "C", "C", "C", "O", "H", "H", "H", "H", "C", "C", "C", "O", "C", "C", "C", "O", "H", "H", "H", "H", "C", "C", "C", "O", "C", "C", "C", "O", "H", "H", "H", "H", "C", "C", "C", "O", "C", "C", "C", "O", "H", "H", "H", "H", "C", "C", "C", "O", "C", "C", "C", "O", "H", "H", "H", "H", "C", "C", "C", "O", "C", "C", "C", "O", "H", "H", "H", "H"], "xyz": [[6.729, -1.712, -0.814], [7.129, -0.088, -0.796], [6.320, 0.549, 0.497], [5.325, 1.631, 0.140], [3.901, 1.054, -0.014], [2.908, 2.363, -0.127], [1.777, 2.189, -1.117], [0.624, 3.153, -0.949], [-0.511, 2.695, 0.143], [-1.680, 3.887, 0.111], [-3.020, 3.514, 0.978], [-3.743, 2.100, 0.569], [-4.148, 1.967, -1.020], [-3.394, 0.717, -1.801], [-3.613, -0.748, -1.043], [-3.778, -2.003, -2.088], [-2.398, -2.859, -2.356], [-1.666, -3.397, -0.972], [-2.624, -3.981, 0.003], [-2.387, -3.414, 1.350], [1.371, 0.714, -1.047], [2.603, -0.142, -1.707], [3.944, 0.207, -1.215], [7.463, -2.350, -1.467], [5.644, -1.888, -1.223], [6.760, -2.085, 0.296], [6.701, 0.334, -1.820], [8.294, 0.050, -0.748], [7.154, 1.076, 1.167], [5.849, -0.291, 1.195], [5.600, 1.980, -0.805], [3.647, 0.488, 0.984], [3.580, 3.291, -0.388], [2.408, 2.560, 0.928], [2.177, 2.350, -2.087], [0.147, 3.289, -2.035], [1.071, 4.217, -0.666], [-1.067, 1.693, -0.109], [-0.014, 2.680, 1.218], [-1.213, 4.926, 0.456], [-2.013, 4.019, -1.017], [-3.835, 4.366, 0.898], [-2.682, 3.413, 2.107], [-2.989, 1.236, 0.894], [-4.728, 1.965, 1.225], [-3.944, 2.988, -1.558], [-5.313, 1.741, -1.092], [-3.716, 0.648, -2.935], [-2.212, 0.879, -1.821], [-4.607, -0.661, -0.426], [-2.699, -0.892, -0.299], [-4.164, -1.549, -3.115], [-4.607, -2.777, -1.717], [-2.673, -3.830, -2.993], [-1.631, -2.259, -3.037], [-1.071, -2.482, -0.533], [-0.899, -4.247, -1.238], [-1.236, -3.210, 1.557], [-2.977, -2.400, 1.432], [-2.739, -4.165, 2.200], [0.369, 0.641, -1.691], [1.101, 0.364, 0.050], [2.351, -1.303, -1.640], [2.602, 0.102, -2.874], [1.985, -4.176, 1.753], [3.114, -4.867, 1.569], [4.399, -4.396, 2.121], [5.433, -5.028, 1.951], [4.389, -3.133, 2.885], [3.260, -2.442, 3.069], [1.975, -2.912, 2.517], [0.941, -2.281, 2.687], [1.034, -4.506, 1.354], [3.138, -5.796, 1.011], [5.340, -2.802, 3.284], [3.237, -1.513, 3.627], [-1.946, -3.900, -7.876], [-1.137, -2.968, -7.362], [-1.645, -1.942, -6.430], [-0.906, -1.088, -5.961], [-3.080, -1.987, -6.086], [-3.889, -2.919, -6.600], [-3.381, -3.945, -7.532], [-4.120, -4.800, -8.001], [-1.589, -4.659, -8.561], [-0.082, -2.922, -7.604], [-3.437, -1.228, -5.401], [-4.944, -2.965, -6.358], [5.475, 5.452, 0.189], [5.890, 6.338, 1.099], [6.334, 7.690, 0.705], [6.716, 8.501, 1.537], [6.299, 8.024, -0.732], [5.884, 7.138, -1.643], [5.441, 5.786, -1.249], [5.058, 4.975, -2.081], [5.147, 4.456, 0.460], [5.920, 6.108, 2.157], [6.627, 9.020, -1.004], [5.854, 7.368, -2.701], [4.490, -4.564, 6.386], [3.676, -5.180, 7.249], [3.214, -4.507, 8.479], [2.470, -5.071, 9.271], [3.684, -3.128, 8.718], [4.498, -2.512, 7.855], [4.960, -3.185, 6.625], [5.704, -2.622, 5.833], [4.839, -5.043, 5.480], [3.322, -6.191, 7.088], [3.335, -2.649, 9.624], [4.852, -1.501, 8.016], [-2.546, 7.326, -0.564], [-1.737, 8.258, -0.050], [-2.245, 9.284, 0.882], [-1.506, 10.139, 1.351], [-3.680, 9.239, 1.225], [-4.489, 8.307, 0.712], [-3.981, 7.281, -0.220], [-4.720, 6.427, -0.689], [-2.189, 6.567, -1.250], [-0.682, 8.304, -0.292], [-4.037, 9.998, 1.911], [-5.544, 8.261, 0.953], [-5.941, -9.418, -10.802], [-6.755, -10.034, -9.939], [-7.217, -9.361, -8.709], [-7.961, -9.925, -7.917], [-6.747, -7.982, -8.470], [-5.933, -7.367, -9.333], [-5.471, -8.039, -10.563], [-4.727, -7.476, -11.355], [-5.592, -9.897, -11.708], [-7.109, -11.045, -10.100], [-7.096, -7.503, -7.564], [-5.579, -6.356, -9.172], [0.161, 5.143, 3.577], [1.471, 5.134, 3.843], [2.246, 6.388, 3.920], [3.445, 6.380, 4.161], [1.518, 7.652, 3.694], [0.208, 7.662, 3.428], [-0.567, 6.408, 3.351], [-1.767, 6.415, 3.110], [-0.422, 4.233, 3.517], [2.019, 4.215, 4.012], [2.101, 8.563, 3.755], [-0.341, 8.581, 3.259], [-4.134, -3.995, 4.724], [-2.891, -3.603, 5.017], [-2.326, -3.793, 6.367], [-1.189, -3.432, 6.637], [-3.187, -4.436, 7.380], [-4.430, -4.829, 7.087], [-4.995, -4.638, 5.736], [-6.133, -4.999, 5.467], [-4.564, -3.862, 3.739], [-2.247, -3.130, 4.285], [-2.757, -4.569, 8.365], [-5.075, -5.301, 7.819]], "forces_ev_per_angstrom": [[0.347, 0.178, 0.100], [-1.372, -1.571, -0.352], [2.160, 0.252, 0.745], [-1.869, -1.852, -0.480], [1.727, 1.115, 0.538], [1.276, 0.679, 1.663], [0.835, -0.768, -0.252], [-1.691, 1.584, -0.332], [-0.362, 1.332, 0.104], [-0.119, -0.041, -0.578], [-0.028, -0.179, 0.528], [0.319, -0.328, 0.291], [-0.318, -0.567, -0.102], [0.775, -0.233, 0.193], [-0.298, 0.533, -0.132], [0.001, -0.250, -0.167], [-0.333, -0.905, -0.293], [0.257, 0.321, -0.842], [1.819, 1.775, 0.441], [0.252, 0.189, 0.693], [-0.819, -1.277, -0.670], [-1.199, -0.408, -1.559], [-2.742, 0.780, 1.136], [-1.373, 1.271, 1.322], [2.075, 0.546, 0.821], [0.062, 0.456, -2.159], [1.057, -0.550, 2.249], [-2.442, -0.190, 0.048], [-1.865, -1.120, -1.308], [0.778, 1.814, -1.727], [-0.428, -0.238, 0.947], [0.468, 0.727, -2.111], [-1.558, -1.785, 0.191], [1.055, -0.472, -2.214], [-0.493, -0.316, 1.323], [0.878, -0.461, 2.432], [-0.867, -2.364, -0.466], [1.456, 1.882, 0.449], [-1.110, -0.206, -2.175], [-1.040, -2.275, -0.571], [0.750, -0.258, 2.177], [1.930, -1.567, 0.104], [-0.834, 0.346, -2.199], [-1.743, 1.631, -0.770], [2.284, 0.376, -1.331], [-0.427, -1.984, 0.905], [2.480, 0.588, 0.113], [0.446, 0.224, 2.352], [-2.361, -0.048, -0.046], [1.963, -0.230, -1.005], [-2.093, 0.105, -1.500], [0.817, -1.075, 2.087], [1.897, 1.833, -0.659], [0.438, 2.129, 1.335], [-1.443, -1.117, 1.657], [-1.168, -1.800, -0.491], [-1.371, 1.699, 0.382], [-2.342, -0.385, -0.521], [1.124, -1.896, 0.044], [0.522, 1.471, -2.152], [2.357, -0.207, 1.257], [0.770, 1.132, -2.190], [0.695, 2.489, 0.224], [0.032, -0.489, 2.432], [0.214, -0.321, -0.162], [-0.491, 0.012, -0.114], [0.890, -0.565, -0.148], [-0.813, 0.503, 0.131], [-0.094, 0.456, 0.129], [0.358, -0.057, -0.005], [-0.480, 0.271, 0.180], [0.434, -0.177, -0.217], [-0.015, -0.002, 0.023], [0.030, 0.018, 0.027], [-0.013, -0.051, 0.067], [-0.013, -0.028, 0.041], [0.451, 0.169, 0.027], [-0.087, -0.348, -0.241], [0.438, 0.482, 0.231], [-0.365, -0.431, -0.136], [-0.396, -0.222, -0.055], [0.041, 0.406, 0.318], [-0.575, -0.702, -0.411], [0.522, 0.639, 0.378], [-0.050, 0.006, 0.008], [-0.038, 0.026, 0.016], [0.032, 0.006, -0.026], [0.025, -0.025, -0.029], [0.037, 0.217, 0.324], [-0.195, -0.517, -0.006], [0.413, 0.833, 0.752], [-0.346, -0.706, -0.699], [-0.100, -0.105, -0.471], [0.137, 0.342, 0.068], [-0.057, -0.211, -0.274], [-0.055, 0.109, 0.357], [0.130, -0.043, 0.057], [-0.010, 0.048, 0.000], [0.001, -0.022, 0.039], [0.000, -0.038, 0.027], [-0.264, -0.327, 0.122], [0.252, -0.019, -0.456], [-0.684, -0.492, 0.741], [0.589, 0.436, -0.634], [0.256, 0.412, -0.136], [-0.236, -0.014, 0.364], [0.426, 0.297, -0.381], [-0.422, -0.232, 0.316], [0.044, 0.006, 0.009], [-0.003, 0.034, 0.045], [-0.009, -0.049, -0.016], [0.016, -0.039, -0.027], [0.469, 0.243, 0.067], [-0.077, -0.448, -0.294], [0.398, 0.662, 0.416], [-0.384, -0.632, -0.272], [-0.404, -0.209, -0.068], [0.103, 0.364, 0.251], [-0.633, -0.529, -0.255], [0.546, 0.437, 0.277], [-0.058, 0.028, -0.018], [-0.007, 0.055, 0.011], [0.048, -0.010, -0.020], [0.040, -0.032, -0.032], [-0.248, -0.395, 0.121], [0.262, -0.001, -0.420], [-0.570, -0.399, 0.636], [0.491, 0.362, -0.521], [0.260, 0.335, -0.165], [-0.251, 0.083, 0.388], [0.527, 0.405, -0.567], [-0.465, -0.367, 0.506], [0.007, 0.039, 0.011], [-0.009, 0.037, 0.039], [-0.012, -0.039, -0.016], [0.027, -0.061, -0.014], [0.401, -0.283, 0.031], [-0.417, -0.290, -0.131], [0.964, 0.178, 0.233], [-0.808, -0.100, -0.255], [-0.353, 0.203, -0.101], [0.336, 0.207, 0.048], [-0.822, 0.176, -0.111], [0.714, -0.072, 0.022], [-0.055, 0.010, 0.037], [0.025, 0.031, 0.051], [0.011, -0.038, 0.016], [-0.005, -0.008, -0.010], [0.447, 0.222, -0.136], [-0.390, -0.051, -0.299], [0.817, 0.236, 0.272], [-0.683, -0.208, -0.217], [-0.397, -0.187, 0.118], [0.367, 0.049, 0.305], [-0.995, -0.345, -0.154], [0.851, 0.289, 0.163], [-0.048, -0.021, 0.025], [0.043, 0.012, 0.049], [0.025, 0.018, -0.039], [-0.004, 0.013, -0.058]], "lowdin_charge": [-0.138, -0.203, -0.219, -0.043, -0.268, -0.045, -0.151, -0.134, -0.159, -0.198, -0.198, -0.208, -0.194, -0.202, -0.201, -0.194, -0.175, -0.221, -0.240, -0.114, -0.092, -0.132, -0.136, 0.081, 0.068, 0.067, 0.111, 0.113, 0.128, 0.120, 0.110, 0.166, 0.126, 0.160, 0.202, 0.165, 0.162, 0.090, 0.123, 0.110, 0.109, 0.118, 0.115, 0.102, 0.129, 0.105, 0.124, 0.109, 0.084, 0.121, 0.090, 0.095, 0.129, 0.121, 0.111, 0.104, 0.130, 0.080, 0.098, 0.094, 0.157, 0.165, 0.154, 0.153, 0.022, 0.032, -0.380, 0.115, 0.011, 0.015, -0.388, 0.072, 0.115, 0.128, 0.114, 0.123, 0.033, 0.023, -0.391, 0.077, 0.011, 0.033, -0.367, 0.103, 0.128, 0.124, 0.106, 0.127, 0.010, 0.037, -0.373, 0.122, 0.032, 0.023, -0.389, 0.068, 0.087, 0.126, 0.128, 0.125, 0.019, 0.030, -0.377, 0.111, 0.029, 0.022, -0.383, 0.079, 0.118, 0.126, 0.126, 0.122, 0.006, 0.018, -0.388, 0.093, 0.032, 0.032, -0.382, 0.089, 0.108, 0.123, 0.128, 0.127, 0.020, 0.021, -0.386, 0.098, 0.023, 0.022, -0.381, 0.098, 0.122, 0.123, 0.122, 0.097, 0.013, 0.019, -0.382, 0.101, 0.034, 0.031, -0.382, 0.094, 0.112, 0.120, 0.130, 0.115, 0.017, 0.013, -0.383, 0.094, 0.024, 0.026, -0.379, 0.109, 0.114, 0.106, 0.125, 0.126]}